[1]
{
  "formula": "C2H12N2O4",
  "method": "ωB97M-V with the def2-TZVPD basis set",
  "e_homo_ev": -9.37,
  "de_lowest_kj_mol": 775.9,
  "e_tot_ha": -493.63069,
  "mol_weight_da": 128.13,
  "species": ["N", "C", "C", "N", "O", "H", "H", "H", "H", "H", "H", "H", "H", "O", "H", "H", "O", "H", "H", "O"],
  "positions_angstrom": [[-1.660, -1.089, -0.631], [-0.487, -0.750, -1.317], [0.600, -0.243, -0.181], [1.128, -1.280, 0.524], [1.469, 0.546, -0.742], [-2.250, -1.489, -1.348], [-2.036, -0.297, -0.125], [-0.430, 0.192, -1.870], [-0.078, -1.498, -1.999], [2.063, -1.135, 0.928], [0.544, -1.951, 1.000], [2.566, 0.272, -0.302], [4.064, 0.370, 0.562], [3.239, -0.127, 0.596], [-0.120, 0.429, 0.429], [-1.426, 2.816, -0.098], [-1.486, 1.859, -0.150], [-2.765, 0.703, 2.364], [-2.116, 1.208, 0.810], [-2.725, 0.547, 1.434]]
}

[2]
{
  "formula": "C2H12N3OSn",
  "method": "ωB97M-V with the def2-TZVPD basis set",
  "e_homo_ev": [0.28, 0.28],
  "de_lowest_kj_mol": 0.0,
  "e_tot_ha": -537.08696,
  "total_charge": -1,
  "mol_weight_da": 212.85,
  "species": ["C", "Sn", "N", "H", "H", "H", "H", "H", "H", "H", "H", "N", "C", "N", "O", "H", "H", "H", "H"],
  "positions_angstrom": [[-1.777, -0.952, -3.772], [-0.534, 0.984, 0.668], [1.365, 0.826, -1.271], [-1.433, -0.555, 0.660], [-2.537, -0.202, -3.733], [-2.155, -1.918, -4.055], [-1.093, -0.954, -2.889], [-1.154, -0.626, -4.586], [2.214, 0.550, -0.763], [1.551, 1.780, -1.585], [1.291, 0.252, -2.114], [0.360, -1.048, 2.930], [0.853, 0.150, 2.536], [0.611, 1.246, 3.330], [1.518, 0.243, 1.450], [-0.064, -1.183, 3.839], [0.423, -1.837, 2.300], [0.495, 2.159, 2.885], [0.065, 1.085, 4.170]]
}

[3]
{
  "formula": "C2H12N4",
  "method": "ωB97M-V with the def2-TZVPD basis set",
  "e_homo_ev": [1.26, -5.48],
  "de_lowest_kj_mol": 17.1,
  "e_tot_ha": -302.33678,
  "total_charge": -1,
  "mol_weight_da": 92.15,
  "spin_multiplicity": 2,
  "species": ["N", "C", "N", "H", "H", "H", "H", "H", "H", "N", "C", "N", "H", "H", "H", "H", "H", "H"],
  "positions_angstrom": [[0.945, -3.171, 1.095], [1.753, -2.013, 0.731], [1.292, -1.263, -0.439], [1.164, -3.629, 1.970], [1.105, -3.863, 0.362], [1.810, -1.318, 1.567], [2.821, -2.243, 0.615], [0.495, -0.732, -0.065], [0.915, -1.969, -1.065], [-0.684, 2.781, 0.448], [-1.474, 2.732, -0.775], [-1.768, 1.414, -1.363], [0.307, 2.776, 0.235], [-0.812, 1.888, 0.931], [-2.447, 3.147, -0.479], [-1.079, 3.414, -1.528], [-1.566, 0.657, -0.722], [-2.777, 1.392, -1.518]]
}

[4]
{
  "formula": "C2H12N4",
  "method": "ωB97M-V with the def2-TZVPD basis set",
  "e_homo_ev": -8.40,
  "de_lowest_kj_mol": 38.8,
  "e_tot_ha": -302.38688,
  "mol_weight_da": 92.15,
  "species": ["N", "C", "N", "H", "H", "H", "H", "H", "H", "N", "C", "N", "H", "H", "H", "H", "H", "H"],
  "positions_angstrom": [[-1.763, 1.255, -0.420], [-2.181, 0.016, 0.307], [-2.639, -1.034, -0.583], [-2.300, 1.333, -1.264], [-1.923, 2.038, 0.194], [-1.308, -0.326, 0.862], [-2.994, 0.245, 0.989], [-3.505, -0.717, -1.010], [-1.948, -1.091, -1.330], [2.657, -1.187, -0.120], [2.500, -0.074, 0.767], [1.595, 0.937, 0.237], [3.440, -1.094, -0.750], [1.828, -1.323, -0.682], [2.128, -0.422, 1.741], [3.471, 0.385, 0.975], [1.136, 0.668, -0.618], [1.035, 1.530, 0.819]]
}